{"formula": "C23H23NO5", "method": "wB97M-V/def2-TZVPD", "species": ["O", "C", "C", "O", "C", "C", "C", "C", "C", "C", "C", "O", "O", "C", "C", "C", "C", "C", "C", "N", "C", "C", "O", "C", "C", "C", "C", "C", "C", "H", "H", "H", "H", "H", "H", "H", "H", "H", "H", "H", "H", "H", "H", "H", "H", "H", "H", "H", "H", "H", "H", "H"], "coordinates": [[3.58580, 2.52918, -1.42472], [2.82133, 2.74637, -0.50994], [1.88591, 3.96368, -0.49834], [0.71215, 3.75850, 0.25614], [-0.11894, 2.73594, -0.10246], [0.01745, 1.96817, -1.26130], [-0.85245, 0.93012, -1.50514], [-1.88490, 0.61097, -0.61849], [-2.81362, -0.47868, -0.80068], [-3.73776, -0.72107, 0.16087], [-3.84149, 0.11959, 1.34765], [-4.64779, -0.04040, 2.23334], [-2.96742, 1.16286, 1.46248], [-2.01202, 1.39816, 0.53787], [-1.14404, 2.45101, 0.78777], [-4.72361, -1.84939, 0.09676], [-4.29495, -2.90902, -0.90896], [-3.93788, -2.22821, -2.22399], [-2.71870, -1.33001, -2.03421], [2.72987, 1.99050, 0.60283], [3.30253, 0.67041, 0.67686], [2.23757, -0.40250, 0.34061], [1.13462, -0.28742, 1.20681], [2.89403, -1.76537, 0.31914], [3.72575, -2.08646, -0.74886], [4.37860, -3.30368, -0.79001], [4.20630, -4.21984, 0.23512], [3.37424, -3.91148, 1.29547], [2.72284, -2.68965, 1.33931], [2.39903, 4.79878, -0.01234], [1.66620, 4.25056, -1.53334], [0.80658, 2.16751, -1.96877], [-0.71697, 0.34292, -2.39924], [-1.25939, 3.03624, 1.68496], [-5.70126, -1.44222, -0.17996], [-4.83416, -2.26969, 1.09848], [-3.42385, -3.44736, -0.52992], [-5.10067, -3.62914, -1.05703], [-4.78629, -1.62669, -2.55681], [-3.72723, -2.96894, -2.99747], [-1.81602, -1.94425, -1.95222], [-2.60066, -0.68794, -2.90969], [1.97869, 2.18806, 1.24934], [3.69253, 0.50055, 1.68542], [4.12094, 0.62407, -0.04274], [1.82960, -0.18037, -0.65210], [1.42061, -0.49850, 2.10379], [3.85568, -1.37572, -1.55189], [5.02134, -3.54036, -1.62470], [4.71484, -5.17168, 0.20367], [3.22864, -4.62257, 2.09517], [2.06565, -2.47632, 2.17051]], "atomic_forces_ev_per_a": [[0.1, 0.0, -0.4], [-0.3, 0.3, 0.3], [0.2, 0.1, -0.3], [-0.2, 0.0, 0.2], [-0.4, -0.3, 0.0], [0.3, 0.3, 0.0], [-0.3, -0.1, 0.3], [0.1, 0.4, 0.3], [-0.4, -0.2, 0.4], [0.2, -0.1, -0.4], [-0.4, -0.1, 0.4], [0.3, 0.1, -0.3], [0.0, 0.2, 0.2], [0.6, 0.1, -0.7], [0.0, 0.0, 0.0], [0.0, -0.2, 0.1], [-0.2, 0.2, -0.1], [0.2, -0.2, 0.1], [-0.2, -0.1, -0.1], [-0.1, 0.0, 0.4], [-0.2, -0.2, -0.3], [0.6, 0.2, -0.2], [-0.2, 0.0, 0.3], [-0.2, 0.0, 0.0], [0.0, 0.0, 0.1], [0.1, 0.0, -0.1], [0.0, -0.1, 0.0], [0.0, -0.1, 0.1], [0.0, 0.1, 0.0], [0.0, -0.1, -0.1], [0.0, -0.1, 0.1], [0.1, 0.0, -0.1], [0.0, -0.1, -0.1], [0.0, 0.1, 0.1], [-0.1, -0.1, 0.1], [-0.1, 0.0, -0.1], [0.0, -0.1, 0.0], [0.0, 0.0, 0.0], [0.0, 0.0, -0.1], [0.0, 0.1, 0.0], [0.1, 0.0, -0.1], [0.1, 0.0, 0.0], [0.1, 0.1, -0.2], [0.0, -0.1, -0.1], [0.0, 0.0, 0.1], [0.1, 0.0, 0.1], [-0.1, 0.0, 0.0], [0.0, 0.1, -0.1], [0.1, 0.0, -0.1], [0.0, -0.1, 0.0], [0.0, -0.1, 0.1], [-0.1, 0.0, 0.0]], "total_charge": 0, "e_homo_ev": -8.3, "e_above_lowest_kcal_mol": 8.86, "lumo_ev": 0.3, "spin_multiplicity": 1}

{"formula": "C6H3AlO5", "method": "wB97M-V/def2-TZVPD", "species": ["C", "C", "O", "C", "O", "H", "Al", "O", "C", "C", "O", "O", "C", "H", "H"], "coordinates": [[-0.62993, 0.74864, 2.08018], [0.55880, 0.68925, 1.13532], [1.64158, 2.94552, 0.59664], [1.17928, 1.95381, 0.80354], [-1.61359, 0.09255, 1.81991], [-0.58934, 1.45026, 2.92951], [-3.04183, -0.39579, 2.17229], [0.28821, -1.97175, -1.33925], [-0.45942, -0.95006, -1.88394], [0.80562, -1.55311, -0.17452], [-1.10273, -1.02265, -2.87412], [-0.39789, 0.08611, -1.02518], [0.48266, -0.24661, -0.01191], [1.42373, -2.22713, 0.41262], [1.45232, 0.03742, 1.56838]], "atomic_forces_ev_per_a": [[2.9, 2.5, 0.0], [1.9, -2.7, 0.0], [-0.4, -1.2, 0.0], [1.0, 2.4, 0.1], [5.2, 1.0, -1.6], [-0.1, -0.2, 0.3], [-8.7, -3.0, 2.2], [-1.5, 0.3, -1.9], [4.9, -0.2, 7.6], [0.8, 1.6, 0.5], [-2.9, -0.2, -4.9], [-1.0, 0.1, -2.6], [-1.1, -1.5, -0.3], [0.1, -0.3, -0.3], [-1.0, 1.5, 0.8]], "total_charge": 4, "e_homo_ev": [-27.2, -27.3], "lumo_ev": [-21.3, -20.1], "spin_multiplicity": 1}

{"formula": "C4H32BO24", "method": "wB97M-V/def2-TZVPD", "species": ["O", "C", "O", "B", "O", "C", "O", "O", "C", "O", "C", "O", "O", "O", "H", "H", "O", "H", "H", "O", "H", "H", "O", "H", "H", "O", "H", "H", "O", "H", "H", "O", "H", "H", "O", "H", "H", "O", "H", "H", "O", "H", "H", "O", "H", "H", "O", "H", "H", "O", "H", "H", "O", "H", "H", "O", "H", "H", "O", "H", "H"], "coordinates": [[2.75750, 8.18208, 11.33133], [1.98551, 8.52312, 10.48317], [2.25796, 9.22601, 9.40766], [1.01600, 9.68966, 8.77194], [-0.06912, 9.17355, 9.66618], [0.46503, 8.52960, 10.66877], [-0.07481, 8.08543, 11.64524], [0.89291, 9.12437, 7.40937], [0.70650, 10.11890, 6.57606], [0.55799, 10.04898, 5.39398], [0.82155, 11.44136, 7.38837], [0.98329, 11.14300, 8.66470], [0.79323, 12.55085, 6.93914], [-2.68832, 10.54225, 9.17779], [-3.62626, 10.73040, 9.28224], [-2.39547, 10.24009, 10.05571], [4.57115, 9.73510, 12.80338], [3.96669, 9.18315, 12.26736], [4.57384, 9.32015, 13.67096], [3.57000, 14.49815, 7.72772], [3.44820, 15.31227, 7.23105], [2.76495, 14.43151, 8.27997], [-2.71433, 9.88502, 11.93076], [-3.16552, 10.68835, 12.21971], [-2.35806, 9.49758, 12.74074], [3.38771, 13.62228, 4.94828], [2.75320, 13.64227, 5.67862], [2.86442, 13.42453, 4.16360], [-1.04945, 7.30074, 5.39900], [-1.11045, 7.76442, 6.24711], [-1.96359, 7.10960, 5.17352], [0.95334, 14.72215, 8.66626], [0.67678, 13.95522, 8.12281], [0.13127, 15.18780, 8.84897], [-2.84141, 6.79906, 11.73698], [-1.93972, 7.14499, 11.79778], [-3.37732, 7.57797, 11.54948], [3.01054, 7.33788, 6.23330], [2.27499, 7.89974, 5.96584], [3.07036, 6.67334, 5.53944], [0.40188, 6.57012, 14.01482], [-0.02688, 7.08015, 13.30503], [-0.31058, 6.07025, 14.42730], [-1.51475, 10.30745, 3.39326], [-0.90693, 10.05818, 4.11080], [-1.52811, 11.26855, 3.41583], [0.04471, 12.09739, 11.41290], [0.94435, 12.28099, 11.11643], [-0.28684, 11.44554, 10.78531], [1.69075, 8.62424, 3.00158], [1.25956, 8.92780, 3.81342], [1.11087, 7.93087, 2.67086], [3.81042, 5.34155, 11.95672], [3.56722, 5.04587, 12.83957], [3.47190, 6.24657, 11.90655], [-2.32253, 8.08475, 7.82168], [-2.02983, 8.96489, 8.10680], [-3.06808, 7.88666, 8.39371], [-1.92039, 14.58962, 8.08290], [-1.43762, 14.18459, 7.34946], [-2.11958, 15.48342, 7.77993]], "atomic_forces_ev_per_a": [[0.2, -0.8, -0.1], [0.1, 1.3, 0.3], [0.0, -0.2, -0.2], [0.4, -1.1, 0.6], [-0.2, 0.4, -0.2], [0.3, -0.4, 0.3], [-0.7, 0.0, -0.1], [-0.4, 0.5, 0.3], [0.5, 0.4, 0.3], [-0.1, 0.0, -0.4], [0.0, 0.0, 0.2], [-0.2, -0.3, -0.6], [-0.3, 0.2, -0.4], [0.1, 0.0, 0.2], [0.1, 0.0, -0.1], [-0.1, 0.0, -0.2], [-0.2, -0.2, -0.1], [0.4, 0.3, 0.3], [0.0, 0.0, -0.1], [-0.3, -0.2, 0.3], [0.0, 0.0, 0.0], [0.5, 0.3, -0.3], [-0.3, 0.1, 0.2], [0.1, 0.0, 0.0], [0.2, 0.0, -0.2], [-0.2, 0.1, -0.2], [0.3, -0.1, 0.1], [0.0, -0.1, 0.1], [0.3, 0.1, -0.2], [-0.2, -0.4, -0.1], [0.0, 0.1, 0.1], [-0.3, -0.2, -0.2], [0.3, 0.3, 0.3], [0.0, -0.1, 0.2], [-0.1, 0.1, 0.1], [0.0, 0.0, -0.2], [0.1, 0.0, 0.0], [0.0, -0.1, 0.0], [0.0, -0.1, 0.0], [0.0, 0.1, 0.0], [-0.4, 0.1, 0.0], [0.5, -0.2, 0.2], [0.1, 0.0, -0.1], [0.0, -0.1, 0.2], [-0.2, 0.1, -0.3], [0.1, 0.0, 0.0], [0.0, -0.1, 0.1], [-0.1, 0.0, -0.1], [0.0, 0.1, 0.0], [0.0, -0.1, 0.1], [0.0, 0.0, -0.1], [0.0, 0.1, 0.1], [0.0, 0.1, 0.1], [-0.1, 0.0, -0.1], [0.0, -0.1, -0.1], [0.2, 0.1, -0.2], [-0.4, -0.2, 0.2], [0.1, 0.0, 0.0], [0.0, 0.2, -0.2], [-0.1, 0.0, 0.1], [0.0, -0.1, 0.0]], "total_charge": -1, "e_homo_ev": -8.6, "e_above_lowest_kcal_mol": 26.08, "lumo_ev": 1.7, "spin_multiplicity": 1}

{"formula": "C41H52N2O2PPdSbSi3", "method": "wB97M-V/def2-TZVPD", "species": ["Pd", "O", "C", "O", "C", "C", "C", "C", "C", "C", "P", "C", "C", "C", "C", "C", "C", "C", "C", "C", "C", "C", "C", "H", "H", "H", "H", "H", "H", "H", "H", "H", "H", "H", "H", "H", "H", "C", "Sb", "C", "C", "C", "C", "C", "C", "N", "Si", "C", "C", "C", "C", "C", "C", "C", "C", "C", "N", "Si", "C", "C", "C", "Si", "C", "C", "C", "H", "H", "H", "H", "H", "H", "H", "H", "H", "H", "H", "H", "H", "H", "H", "H", "H", "H", "H", "H", "H", "H", "H", "H", "H", "H", "H", "H", "H", "H", "H", "H", "H", "H", "H", "H", "H", "H"], "coordinates": [[0.82279, 1.25886, -0.91074], [-1.08572, 4.63726, -1.49685], [-0.24444, 4.14927, -0.76951], [0.71105, 3.34594, -1.12041], [-0.18120, 4.52439, 0.69848], [-0.80157, 5.69054, 1.12555], [-0.67249, 6.11540, 2.43763], [0.08440, 5.36965, 3.33036], [0.67804, 4.18725, 2.91732], [0.52853, 3.73726, 1.60535], [1.34233, 2.16284, 1.14346], [3.09016, 2.59801, 1.34782], [3.78471, 2.29935, 2.51561], [5.11985, 2.65804, 2.63923], [5.75753, 3.32679, 1.60506], [5.06115, 3.63890, 0.44440], [3.73243, 3.27083, 0.30964], [0.91284, 0.99207, 2.48058], [1.66031, -0.25650, 2.24559], [0.44260, -1.93775, 3.89311], [-0.83210, -1.17478, 4.04441], [-1.08094, 0.10897, 3.77549], [-0.26214, 1.12226, 3.11891], [-1.36191, 6.25957, 0.39539], [-1.14312, 7.03478, 2.76141], [0.21149, 5.70400, 4.35197], [1.25706, 3.60821, 3.62567], [3.28715, 1.78139, 3.32775], [5.66015, 2.41395, 3.54471], [6.79903, 3.60453, 1.70259], [5.55704, 4.16246, -0.36247], [3.18336, 3.49913, -0.59655], [2.69146, -0.12251, 1.92952], [0.21389, -3.00723, 3.89354], [-1.64959, -1.73794, 4.48259], [-2.07534, 0.46410, 4.02449], [-0.75799, 2.08071, 3.05047], [-0.54184, 0.52559, -3.34281], [-0.20259, -1.40832, -2.38050], [1.33238, -0.68778, -1.04134], [1.61243, -1.53245, 0.13865], [0.85478, -1.19337, 1.35180], [1.33648, -1.65783, 2.69967], [2.42207, -2.66136, 2.55612], [2.93017, -2.97777, 1.36082], [2.60361, -2.35731, 0.14878], [2.97932, -0.47725, -2.02544], [4.40779, -0.04908, -0.88954], [3.41061, -2.00635, -3.02725], [2.82908, 0.92623, -3.28955], [-2.13621, -1.71919, -1.31889], [-2.55039, -0.66700, -0.32521], [-3.61336, -0.88491, 0.56270], [-4.12169, 0.16200, 1.30713], [-3.56756, 1.42318, 1.16045], [-2.50353, 1.55069, 0.28698], [-1.99789, 0.54644, -0.42618], [-3.47936, -1.52272, -2.69714], [-2.94822, -2.19498, -4.37273], [-3.92586, 0.29065, -2.88179], [-5.09513, -2.38481, -2.26417], [-2.11468, -3.55711, -0.76458], [-3.54115, -4.11049, 0.33537], [-2.11169, -4.67008, -2.28068], [-0.60422, -4.07631, 0.20998], [0.21873, 0.64236, -4.11111], [-0.59569, 1.43725, -2.74322], [-1.50844, 0.43745, -3.83428], [-0.17441, -0.88466, 1.21583], [1.05628, -1.77070, 4.78740], [2.75478, -3.19033, 3.44146], [3.68850, -3.74692, 1.27518], [4.66722, -0.88476, -0.24215], [4.20026, 0.82581, -0.27134], [5.27880, 0.18900, -1.50732], [3.55578, -2.86154, -2.36937], [4.33185, -1.83360, -3.59149], [2.62503, -2.25316, -3.74536], [2.27425, 1.81625, -2.97954], [2.39982, 0.56527, -4.22648], [3.84784, 1.25650, -3.51454], [-4.06430, -1.86212, 0.63681], [-4.95518, -0.00525, 1.97850], [-3.94002, 2.28427, 1.69861], [-2.04009, 2.51801, 0.13737], [-2.15384, -1.62491, -4.85431], [-3.82474, -2.13848, -5.02534], [-2.63242, -3.23733, -4.33622], [-3.06121, 0.95277, -2.92325], [-4.54876, 0.61961, -2.04703], [-4.50365, 0.42640, -3.80010], [-5.01730, -3.46390, -2.14165], [-5.78679, -2.19656, -3.09090], [-5.55067, -1.96720, -1.36443], [-4.53828, -3.90559, -0.05217], [-3.46105, -3.68777, 1.33915], [-3.44464, -5.19560, 0.43582], [-3.01965, -4.61668, -2.88029], [-2.01342, -5.70014, -1.92703], [-1.25955, -4.46707, -2.93241], [-0.54416, -3.59514, 1.18663], [0.34283, -3.92772, -0.30719], [-0.70781, -5.15210, 0.38350]], "atomic_forces_ev_per_a": [[0.0, 0.5, 0.4], [-0.1, 0.0, 0.0], [0.3, -0.1, 0.1], [-0.2, 0.1, -0.5], [-0.1, -0.2, 0.0], [0.0, 0.1, 0.0], [0.0, 0.0, -0.1], [0.0, -0.1, 0.0], [0.0, 0.0, 0.0], [0.0, 0.1, -0.1], [-0.1, -0.3, 0.1], [0.0, -0.1, 0.0], [0.0, 0.0, 0.0], [0.0, 0.0, 0.0], [0.0, 0.0, 0.0], [0.0, 0.0, 0.0], [0.0, 0.0, 0.0], [-0.1, 0.0, 0.0], [0.1, 0.0, 0.1], [0.0, 0.0, 0.0], [0.0, 0.0, 0.0], [0.0, 0.0, 0.0], [0.0, 0.0, 0.0], [0.0, 0.0, 0.0], [0.0, 0.0, 0.0], [0.0, 0.0, 0.0], [0.0, 0.0, 0.0], [0.0, 0.0, 0.0], [0.0, 0.0, 0.0], [0.0, 0.0, 0.0], [0.0, 0.0, 0.0], [0.0, 0.0, 0.0], [0.0, 0.0, 0.0], [0.0, 0.0, 0.0], [0.0, 0.0, 0.0], [0.0, 0.0, 0.0], [0.0, 0.1, -0.1], [0.1, -0.1, -0.1], [-0.2, 0.0, -0.2], [0.3, 0.0, 0.2], [-0.1, 0.0, 0.1], [-0.1, -0.1, -0.1], [0.0, 0.0, 0.0], [0.0, 0.0, 0.0], [0.0, 0.0, 0.0], [0.0, 0.0, -0.1], [0.0, -0.1, 0.0], [0.0, 0.0, 0.0], [0.0, 0.1, 0.0], [0.0, 0.0, 0.0], [0.0, -0.2, 0.0], [-0.1, 0.0, 0.0], [0.0, -0.1, 0.0], [0.0, 0.0, 0.0], [0.0, 0.0, 0.0], [0.1, 0.1, 0.0], [0.1, 0.0, 0.0], [0.0, 0.1, -0.1], [0.0, 0.0, 0.0], [0.0, 0.0, 0.0], [0.0, 0.0, 0.0], [0.0, 0.0, -0.1], [0.0, -0.1, 0.0], [0.0, -0.1, 0.1], [0.0, 0.0, 0.0], [0.0, 0.0, 0.0], [0.0, 0.0, 0.0], [0.2, -0.1, -0.1], [0.0, 0.0, 0.0], [0.0, 0.0, 0.0], [0.0, 0.0, 0.0], [0.0, 0.0, 0.0], [0.0, 0.0, 0.0], [0.0, -0.1, 0.0], [0.0, 0.0, 0.0], [0.0, 0.0, 0.0], [0.0, 0.0, 0.0], [0.0, 0.0, 0.0], [0.0, 0.0, 0.0], [0.0, 0.0, 0.0], [0.0, 0.0, 0.0], [0.0, 0.1, 0.0], [0.0, 0.0, 0.0], [0.0, 0.0, 0.0], [0.0, 0.1, 0.0], [0.0, 0.1, 0.0], [0.0, 0.0, 0.0], [0.0, 0.1, -0.1], [-0.2, 0.0, 0.1], [0.0, 0.0, 0.0], [0.0, 0.0, 0.0], [0.0, 0.0, 0.0], [0.0, 0.0, 0.0], [0.0, 0.0, 0.0], [0.0, 0.0, 0.0], [0.0, -0.1, 0.0], [0.0, 0.0, 0.0], [0.0, 0.0, 0.1], [0.0, 0.0, 0.0], [0.0, 0.0, 0.0], [0.0, 0.1, 0.1], [0.1, 0.1, 0.0], [0.0, 0.0, 0.0]], "total_charge": 0, "e_homo_ev": -7.6, "e_above_lowest_kcal_mol": 0.00, "lumo_ev": -0.7, "spin_multiplicity": 1}

{"formula": "H2N6O", "method": "wB97M-V/def2-TZVPD", "species": ["N", "N", "N", "N", "N", "N", "O", "H", "H"], "coordinates": [[3.20706, 0.30198, -0.83936], [2.37185, 0.15553, -0.11625], [-1.57510, 0.11726, -0.29535], [-2.50648, 0.92814, -0.43525], [1.57146, 0.15752, 0.81080], [-1.31045, -0.99096, 0.07689], [-0.53136, -1.84748, -0.22858], [-2.42176, 1.97853, -0.07655], [1.19479, -0.80052, 1.10364]], "atomic_forces_ev_per_a": [[0.2, 0.1, -1.0], [0.4, -0.6, 1.0], [-0.8, 2.8, 0.5], [-0.5, 1.2, -0.2], [-1.6, -1.1, 1.1], [-0.6, -0.2, 1.0], [0.8, -0.8, -0.7], [1.0, -3.0, -0.6], [1.0, 1.6, -1.1]], "total_charge": 0, "e_homo_ev": -9.7, "e_above_lowest_kcal_mol": 51.64, "lumo_ev": -0.9, "spin_multiplicity": 1}